1.
43
Properties=species:S:1:pos:R:3:mulliken_spin:R:1 method="wB97M-V/def2-TZVPD" lumo_energy_ha="-0.353 / -0.327" homo_ha="-0.550 / -0.557" s_squared=3.923 e_above_lowest_kj_mol=0.0 charge=+2 spin_multiplicity=4 homo_lumo_gap_ha="0.1975 / 0.2303"
Mn 0.04607 0.43627 -0.06658 3.19
F 0.28445 9.38804 -2.24860 0.00
F 0.60279 9.73467 -0.13370 0.00
F -1.40724 9.48984 -0.90262 0.00
O -1.39207 -0.64441 3.35060 -0.03
N -1.93183 0.15483 -0.02852 -0.04
N 1.99207 0.16809 0.13699 -0.07
N -0.00619 -0.23973 1.56792 -0.16
C -0.76916 6.75991 -1.69842 -0.02
C 0.01619 4.83705 -0.48340 0.00
C -4.17972 0.15047 -0.78878 0.00
C 2.35426 -0.16825 1.39474 0.02
C -0.73448 5.39490 -1.53888 0.05
C -1.26705 -0.37487 2.19754 0.02
C 4.26327 0.11854 -0.55101 0.00
C -4.61688 -0.22454 0.47131 0.01
C 0.05975 2.21930 -0.20268 -0.27
C -0.06637 7.57324 -0.81185 0.05
C 3.67597 -0.37397 1.72477 0.00
C -3.68582 -0.40252 1.49204 0.00
C -2.82654 0.34348 -1.00605 0.00
C -0.14116 9.07368 -1.01962 0.00
C 1.21756 -0.27537 2.36108 0.00
C 4.64124 -0.23520 0.73976 0.01
C 2.93133 0.32360 -0.81773 0.00
C 0.72502 5.67001 0.39962 0.05
C -2.36258 -0.20642 1.19765 0.01
C 0.67670 7.03760 0.23202 -0.02
C 0.04362 3.44644 -0.32096 0.22
H -2.45200 0.65317 -1.97269 0.00
H 1.21339 7.69315 0.90257 0.00
H -1.33644 7.20565 -2.50440 0.00
H -1.27164 4.74523 -2.21652 0.00
H -4.87429 0.29892 -1.60309 0.00
H 3.94185 -0.64505 2.73749 0.00
H -5.67088 -0.37576 0.66202 0.00
H 1.23557 0.53798 3.09129 0.00
H -3.96994 -0.69009 2.49541 0.00
H 2.59027 0.62067 -1.80058 0.00
H 4.99296 0.23886 -1.33845 0.00
H 5.68410 -0.40021 0.97590 0.00
H 1.25019 -1.21457 2.91779 -0.02
H 1.29986 5.23388 1.20542 0.00

***

2.
47
Properties=species:S:1:pos:R:3:mulliken_charge:R:1 method="wB97M-V/def2-TZVPD" lumo_energy_ha=0.055 homo_ha=-0.174 charge=-1 homo_lumo_gap_ha=0.2295
S -0.34522 5.55783 1.00955 -0.05
F 7.11232 0.03913 1.31205 -0.32
O -3.39106 -6.82215 -0.24757 -0.71
O -5.24428 -7.71000 -1.10968 -0.74
N -5.68938 -3.14226 -1.12184 -0.99
N -1.37305 -2.00901 -0.08980 -0.53
N -4.96048 -4.23805 -0.71380 0.66
N -0.45056 0.23975 -0.20099 0.03
N 0.86885 -1.44692 0.28654 -0.79
N -4.94219 -2.10822 -1.11505 -0.21
N 0.32311 3.13302 0.33169 -0.51
N 1.75369 4.82066 -0.48488 -0.46
C -4.59554 -6.75773 -0.59596 0.55
C 2.54619 3.89314 -1.02716 -0.43
C 5.21425 -1.20413 0.46097 -0.46
C -2.74664 -0.05743 -0.58554 -1.28
C 3.82772 -1.30628 0.26838 -0.66
C -5.43606 -5.55362 -0.25308 -0.33
C -3.65840 -2.45560 -0.68177 0.04
C -2.53844 -1.50318 -0.41622 0.43
C 1.61585 -0.24606 0.31362 1.18
C -1.65680 0.82048 -0.49359 0.31
C 3.54600 0.83849 1.34097 -0.35
C 0.66453 4.39747 0.15945 0.25
C 2.24946 2.55090 -0.91422 -0.48
C 0.44312 7.19888 0.69252 -0.79
C 5.76958 -0.07582 1.12123 0.26
C -3.67179 -3.82012 -0.47834 0.07
C -0.33463 -1.11032 0.03662 0.38
C 4.90120 0.90196 1.56820 -0.47
C 3.02548 -0.23845 0.65544 0.31
C 0.79287 0.82609 -0.01776 -0.04
C 1.10847 2.20823 -0.19174 -0.15
H -3.75140 0.26985 -0.85543 0.43
H 1.50221 7.18671 0.94858 0.27
H 3.44159 4.23413 -1.56077 0.40
H 5.31391 1.76344 2.09912 0.38
H -0.03641 7.97445 1.33020 0.32
H -6.45063 -5.67887 -0.68074 0.27
H 5.85975 -2.05690 0.15480 0.33
H -2.80058 -4.37707 -0.13125 0.51
H 2.84812 1.79100 -1.39784 0.48
H 2.87995 1.63763 1.69488 0.48
H -5.51997 -5.53643 0.84411 0.22
H 3.38845 -2.13343 -0.25854 0.50
H -1.77607 1.88115 -0.62532 0.44
H 0.37287 7.42365 -0.38005 0.26